Entry 1:
Below is 13 unconnected molecules or ions with the total composition C23H72N6O13, with properties calculated with wB97M-V/def2-TZVPD.

Structure (XYZ):
```
114
C23H72N6O13 | OMol25 | wB97M-V/def2-TZVPD
C -3.742 -2.031 0.956
O -3.053 -1.896 -0.340
H -2.957 -1.940 1.729
H -4.291 -2.975 0.963
H -4.553 -1.247 1.111
H -2.423 -1.207 -0.139
C 2.344 -4.159 2.232
O 3.014 -2.951 2.006
H 1.455 -4.060 2.829
H 3.017 -4.792 2.718
H 2.012 -4.636 1.327
H 2.777 -2.312 2.628
C 2.960 -0.570 -0.426
O 3.529 -0.246 0.836
H 1.981 -1.014 -0.250
H 3.579 -1.317 -0.780
H 2.749 0.321 -1.092
H 2.885 0.097 1.409
C -3.380 1.280 0.850
O -4.549 1.962 1.273
H -3.019 0.437 1.342
H -2.571 1.922 0.594
H -3.750 0.839 -0.031
H -5.415 1.619 0.846
C -1.298 -4.336 2.610
O -0.657 -3.795 1.497
H -1.146 -3.736 3.482
H -0.940 -5.358 2.891
H -2.334 -4.312 2.451
H -0.605 -4.436 0.803
C 1.888 0.309 3.853
O 1.554 -1.071 3.836
N 0.966 1.252 3.813
N 3.079 0.813 3.848
H -0.059 1.028 3.991
H 1.274 2.242 3.737
H 3.746 0.196 4.244
H 3.284 1.841 3.749
C -2.776 -1.907 4.694
O -3.980 -2.063 4.120
N -1.733 -1.384 4.221
N -2.576 -2.314 5.947
H -1.598 -1.084 3.205
H -0.996 -1.243 4.846
H -3.440 -2.714 6.263
H -1.674 -2.750 6.275
C -0.325 -0.001 0.771
O -0.840 -0.142 -0.534
N -0.277 -0.997 1.625
N 0.290 1.087 1.211
H -0.550 -1.856 1.256
H 0.378 -1.030 2.385
H 0.185 1.993 0.755
H 0.625 0.979 2.184
C 1.103 0.993 -3.471
C 0.803 1.585 -4.841
C -0.002 2.837 -4.615
O 1.843 1.803 -5.486
H 1.379 -0.068 -3.726
H 0.251 0.908 -2.727
H 1.953 1.493 -3.091
H 0.240 0.809 -5.364
H -0.803 2.744 -3.871
H -0.248 3.186 -5.542
H 0.649 3.590 -4.236
H 1.875 1.228 -6.203
C -2.561 0.506 -3.019
C -2.175 -0.901 -3.406
C -2.694 -1.287 -4.831
O -0.979 -1.251 -3.296
H -2.036 0.911 -2.095
H -3.654 0.726 -2.784
H -2.246 1.183 -3.875
H -2.447 -1.636 -2.622
H -2.655 -2.365 -4.973
H -2.077 -0.842 -5.508
H -3.786 -1.015 -4.965
H -0.772 -1.273 -2.348
C 4.731 4.319 1.229
C 3.313 4.315 0.493
C 2.831 2.892 0.463
O 2.481 5.124 0.888
H 5.100 5.297 1.507
H 5.489 3.764 0.658
H 4.615 3.839 2.174
H 3.493 4.626 -0.516
H 3.624 2.342 0.016
H 2.128 2.657 -0.263
H 2.731 2.283 1.385
H 2.703 5.972 0.445
C -0.981 -4.307 -1.829
C 0.468 -4.607 -1.807
C 1.285 -3.437 -1.283
O 0.805 -5.492 -0.981
H -1.669 -5.082 -1.484
H -1.247 -4.294 -2.886
H -1.255 -3.425 -1.221
H 0.604 -5.165 -2.753
H 0.903 -3.087 -0.308
H 1.203 -2.571 -1.956
H 2.405 -3.692 -1.239
H 0.298 -6.251 -1.266
C -0.947 5.683 -0.510
C -0.652 4.185 -0.326
C -0.072 3.559 -1.591
O 0.073 3.805 0.583
H 0.001 6.121 -0.749
H -1.441 6.176 0.341
H -1.572 5.842 -1.353
H -1.703 3.816 -0.194
H 1.013 3.579 -1.744
H -0.336 4.143 -2.491
H -0.360 2.662 -1.730
H 0.932 4.266 0.533
```

As for the highest occupied orbital energy: -8.14 eV. Its LUMO energy is -0.42 eV. The calculation puts the energy above the lowest of the compared OMol25 structures with the same formula, charge and spin at 1022.4 kJ/mol.

***

Entry 2:
Below is a single C20H27N3O3S molecule, with properties calculated with wB97M-V/def2-TZVPD.

Structure (XYZ):
```
54
C20H27N3O3S | OMol25 | wB97M-V/def2-TZVPD
C 7.329 0.308 -0.713
O 6.328 0.360 -1.696
C 5.031 0.152 -1.310
C 4.609 -0.106 -0.015
C 3.264 -0.291 0.263
C 2.293 -0.235 -0.736
N 0.942 -0.495 -0.509
C -0.057 0.371 -1.102
C -0.370 1.564 -0.193
N -0.827 1.107 1.108
C -1.214 2.206 1.973
C -2.603 2.761 1.637
N -3.639 1.799 1.922
S -4.630 1.283 0.688
O -4.613 2.230 -0.393
O -5.885 0.948 1.299
C -3.839 -0.219 0.143
C -3.664 -0.445 -1.207
C -3.081 -1.628 -1.628
C -2.672 -2.585 -0.704
C -1.998 -3.840 -1.163
C -2.867 -2.336 0.652
C -3.452 -1.157 1.078
C 0.191 0.269 1.718
C 0.486 -0.917 0.795
C 2.740 0.006 -2.042
C 4.072 0.203 -2.321
H 7.185 1.077 0.053
H 7.373 -0.676 -0.233
H 8.267 0.493 -1.234
H 5.313 -0.161 0.801
H 2.990 -0.477 1.290
H 0.283 0.740 -2.068
H -0.970 -0.213 -1.245
H -1.156 2.163 -0.655
H 0.539 2.191 -0.097
H -1.242 1.832 2.999
H -0.483 3.034 1.931
H -2.759 3.687 2.202
H -2.683 2.996 0.574
H -4.131 1.903 2.793
H -3.981 0.313 -1.906
H -2.937 -1.812 -2.683
H -2.433 -4.195 -2.094
H -0.940 -3.642 -1.342
H -2.075 -4.623 -0.414
H -2.560 -3.076 1.377
H -3.612 -0.953 2.124
H -0.188 -0.102 2.674
H 1.121 0.837 1.905
H 1.216 -1.590 1.245
H -0.448 -1.467 0.646
H 2.034 0.021 -2.858
H 4.402 0.389 -3.331
```

As for the highest occupied orbital energy: -7.31 eV. Its LUMO energy is 0.64 eV. The calculation puts the energy above the lowest of the compared OMol25 structures with the same formula, charge and spin at 255.5 kJ/mol.